# 1
Here is 7 unconnected molecules or ions with the total composition C35H73BrN7O8 from the Open Molecules 2025 dataset. Energies are from ωB97M-V/def2-TZVPD.

Results
* charge: +1
* HOMO: -10.54 eV

CARTESIAN COORDINATES (ANGSTROEM)
1 C 2.17 1.32 3.21
2 C 1.17 1.58 2.38
3 C -0.25 1.77 2.82
4 C -0.98 2.95 2.14
5 C -0.15 4.03 1.49
6 C -1.16 4.85 0.66
7 C -1.02 6.36 0.68
8 C -2.54 4.24 0.98
9 C -3.36 5.02 2.01
10 C -2.71 5.48 3.34
11 C -3.12 4.67 4.58
12 N -2.21 2.74 1.25
13 C -3.41 2.19 1.98
14 C -3.57 0.69 2.12
15 C -2.99 0.15 3.40
16 O -2.90 0.79 4.40
17 O -2.53 -1.14 3.36
18 C -2.14 2.12 -0.14
19 C -1.21 0.98 -0.58
20 C -0.81 -0.20 0.29
21 Br 0.42 1.80 -1.35
22 H 3.19 1.36 2.85
23 H 2.00 1.11 4.26
24 H 1.41 1.70 1.33
25 H -0.21 2.04 3.88
26 H -0.81 0.85 2.79
27 H -1.47 3.45 2.98
28 H 0.58 3.63 0.80
29 H 0.40 4.60 2.24
30 H -0.94 4.55 -0.37
31 H -1.92 6.87 0.33
32 H -0.19 6.65 0.04
33 H -0.81 6.74 1.68
34 H -3.11 4.32 0.05
35 H -4.31 4.55 2.23
36 H -3.64 5.92 1.46
37 H -3.00 6.52 3.51
38 H -1.63 5.47 3.26
39 H -4.18 4.41 4.55
40 H -2.57 3.73 4.65
41 H -2.91 5.22 5.49
42 H -3.43 2.62 2.98
43 H -4.26 2.56 1.41
44 H -3.29 0.12 1.24
45 H -4.65 0.54 2.22
46 H -3.27 -1.75 3.18
47 H -3.16 1.80 -0.36
48 H -1.94 2.91 -0.86
49 H -1.69 0.59 -1.48
50 H 0.21 -0.12 0.64
51 H -0.81 -1.10 -0.32
52 H -1.45 -0.36 1.15
53 C -4.29 -1.82 -2.92
54 C -4.20 -1.46 -1.46
55 O -4.20 -0.29 -1.08
56 N -4.11 -2.48 -0.57
57 C -4.08 -3.91 -0.84
58 H -4.35 -0.90 -3.49
59 H -3.41 -2.38 -3.24
60 H -5.17 -2.42 -3.12
61 H -4.05 -2.18 0.39
62 H -4.92 -4.41 -0.35
63 H -3.16 -4.35 -0.47
64 H -4.15 -4.09 -1.91
65 C 4.29 5.66 5.64
66 C 3.36 5.20 4.55
67 O 3.51 5.50 3.38
68 N 2.30 4.41 4.91
69 C 1.93 3.95 6.24
70 H 5.07 6.27 5.18
71 H 3.76 6.26 6.38
72 H 4.76 4.82 6.14
73 H 1.74 4.13 4.13
74 H 1.93 2.86 6.28
75 H 0.93 4.30 6.50
76 H 2.63 4.32 6.98
77 C 0.04 -4.73 5.95
78 C 1.06 -3.63 6.16
79 O 2.25 -3.86 6.20
80 N 0.58 -2.36 6.30
81 C -0.80 -1.91 6.27
82 H 0.58 -5.67 5.85
83 H -0.64 -4.80 6.79
84 H -0.54 -4.56 5.04
85 H 1.31 -1.68 6.44
86 H -0.94 -1.19 5.47
87 H -1.06 -1.43 7.22
88 H -1.47 -2.74 6.12
89 C 3.25 -1.53 -1.78
90 C 1.87 -1.97 -2.23
91 O 0.91 -1.94 -1.47
92 N 1.75 -2.38 -3.50
93 C 2.77 -2.48 -4.54
94 H 3.18 -1.22 -0.74
95 H 3.96 -2.34 -1.86
96 H 3.60 -0.69 -2.37
97 H 0.81 -2.66 -3.75
98 H 2.51 -1.86 -5.39
99 H 2.85 -3.51 -4.87
100 H 3.73 -2.14 -4.16
101 C 3.93 -6.63 -5.43
102 C 2.50 -6.47 -5.89
103 O 1.97 -5.37 -5.99
104 N 1.81 -7.60 -6.21
105 C 2.27 -8.98 -6.16
106 H 4.33 -5.65 -5.21
107 H 3.97 -7.24 -4.52
108 H 4.54 -7.11 -6.19
109 H 0.87 -7.43 -6.52
110 H 2.22 -9.43 -7.15
111 H 1.66 -9.56 -5.48
112 H 3.30 -9.02 -5.82
113 C 3.97 -2.36 -8.78
114 C 3.18 -1.21 -8.19
115 O 3.38 -0.81 -7.06
116 N 2.22 -0.65 -8.97
117 C 1.85 -1.00 -10.33
118 H 4.69 -2.69 -8.03
119 H 3.32 -3.19 -9.04
120 H 4.51 -2.04 -9.67
121 H 1.74 0.11 -8.52
122 H 1.99 -0.15 -11.00
123 H 0.80 -1.30 -10.37
124 H 2.45 -1.83 -10.68


# 2
Here is 2 unconnected molecules or ions with the total composition C5H17N2O in a non-equilibrium geometry from the Open Molecules 2025 dataset. Energies are from ωB97M-V/def2-TZVPD.

Results
* charge: +1
* energy relative to the best compared isomer or geometry (same formula, charge and spin): 53.63 kcal/mol
* HOMO: -13.47 eV

CARTESIAN COORDINATES (ANGSTROEM)
1 C 0.29 -0.61 2.38
2 C 0.85 -0.59 0.94
3 C 1.31 0.73 0.30
4 C 1.72 0.41 -1.17
5 C 0.63 -0.19 -2.03
6 N -0.55 0.79 -1.98
7 N -1.08 -0.10 2.19
8 H 0.14 -1.60 2.77
9 H 0.77 -0.12 3.18
10 H 1.53 -1.42 0.99
11 H -0.02 -1.01 0.34
12 H 1.99 1.35 0.86
13 H 0.53 1.60 0.40
14 H 2.10 1.40 -1.60
15 H 2.67 -0.20 -1.09
16 H 1.01 -0.39 -3.01
17 H 0.46 -1.18 -1.55
18 H -0.33 1.50 -1.24
19 H -0.63 1.18 -3.09
20 H -1.38 0.20 -1.88
21 H -1.29 0.81 2.58
22 H -1.84 -0.57 2.66
23 H -1.91 -0.21 0.49
24 H -3.10 -0.95 -0.64
25 O -2.26 -0.47 -0.52


# 3
Here is a gas-phase ion, C4H10N3 (charge +1) in a non-equilibrium geometry from the Open Molecules 2025 dataset. Energies are from ωB97M-V/def2-TZVPD.

Results
* charge: +1
* energy relative to the best compared isomer or geometry (same formula, charge and spin): 128.45 kcal/mol
* HOMO (spin up / spin down): -13.61 / -13.61 eV
* SMILES: C#[N+]NCCNC

CARTESIAN COORDINATES (ANGSTROEM)
1 C -0.51 1.52 -0.27
2 C 0.81 1.02 0.40
3 C -1.37 -1.49 0.04
4 C 1.36 -1.38 0.14
5 N -1.72 0.81 0.06
6 N -1.99 -0.42 -0.02
7 N 1.45 -0.06 -0.28
8 H -0.88 2.57 -0.08
9 H -0.23 1.39 -1.27
10 H 1.50 1.84 0.26
11 H 0.71 0.87 1.46
12 H 1.86 0.09 -1.12
13 H -1.78 -2.48 -0.30
14 H 1.39 -1.72 1.21
15 H 0.07 -1.60 -0.13
16 H 1.82 -2.21 -0.44
17 H -2.50 1.25 0.34


# 4
Here is a gas-phase ion, C3H4FO2 (charge -1) in a non-equilibrium geometry from the Open Molecules 2025 dataset. Energies are from ωB97M-V/def2-TZVPD.

Results
* charge: -1
* energy relative to the best compared isomer or geometry (same formula, charge and spin): 6.07 kcal/mol
* HOMO: -3.91 eV
* SMILES: C[C@H](F)C(=O)[O-]

CARTESIAN COORDINATES (ANGSTROEM)
1 C -0.76 -0.07 -1.28
2 C 0.56 -0.45 0.92
3 C 0.14 0.55 -0.08
4 O -0.49 0.26 -2.43
5 O -1.61 -0.87 -0.86
6 F -0.60 1.57 0.41
7 H 0.09 -1.41 0.74
8 H 1.59 -0.59 1.32
9 H 0.07 -0.16 1.80
10 H 1.03 1.17 -0.55


# 5
Here is 2 unconnected molecules or ions with the total composition C4H12NO2 in a non-equilibrium geometry from the Open Molecules 2025 dataset. Energies are from ωB97M-V/def2-TZVPD.

Results
* charge: -1
* energy relative to the best compared isomer or geometry (same formula, charge and spin): 23.77 kcal/mol
* HOMO: -2.60 eV

CARTESIAN COORDINATES (ANGSTROEM)
1 C 1.46 0.15 1.41
2 C 0.28 -0.32 0.55
3 C -0.45 0.74 -0.22
4 C 0.42 1.47 -1.38
5 O 1.28 2.37 -1.04
6 N -0.65 -1.15 1.38
7 H 2.26 0.54 0.79
8 H 1.96 -0.74 1.81
9 H 1.14 0.84 2.19
10 H 0.76 -0.92 -0.24
11 H -0.53 1.68 0.34
12 H -1.35 0.31 -0.66
13 H -0.42 1.81 -2.06
14 H 0.85 0.54 -1.97
15 H -0.94 -0.50 2.11
16 H -0.11 -1.87 1.83
17 H -2.32 -2.15 -1.36
18 H -1.50 -2.15 -0.04
19 O -1.93 -2.74 -0.70